[1]
This record from OMol25 describes a 2-piece molecular cluster, C7H12 overall. The level of theory is the ωB97M-V functional and the def2-TZVPD basis.

As for the net charge: 0. The multiplicity is 1. Its orbital gap (spin up / spin down) is 0.31637 / 0.31285 Eh. The energy above the lowest of the compared OMol25 structures with the same formula, charge and spin comes out at 550.9 kJ/mol. The calculated total energy is -7447.722 eV. The value obtained for the lowest unoccupied orbital energy (spin up / spin down) is -0.66 / -0.66 eV.

The geometry in XYZ format:
```
19
Properties=species:S:1:pos:R:3:lowdin_charge:R:1
C -2.469 0.034 0.336 -0.08
C -0.995 -0.167 0.073 -0.38
C -0.204 0.928 -0.695 -0.11
C 0.944 0.645 0.251 -0.34
C 1.203 -2.000 -1.073 0.19
C 2.268 0.751 0.156 0.04
C 0.013 -0.014 1.245 -0.11
H -3.033 0.009 -0.603 0.08
H -2.655 0.999 0.824 0.08
H -2.855 -0.761 0.984 0.08
H -0.808 -1.127 -0.416 0.07
H -0.022 0.795 -1.766 0.11
H -0.634 1.925 -0.523 0.12
H 1.857 -1.511 -1.822 -0.06
H 1.918 -2.287 -0.276 -0.05
H 2.737 1.227 -0.702 0.06
H 2.923 0.419 0.959 0.06
H -0.351 0.705 1.992 0.12
H 0.371 -0.913 1.756 0.11
```

---

[2]
This record from OMol25 describes C7H12 as an isolated structure. The level of theory is the ωB97M-V functional and the def2-TZVPD basis.

As for the net charge: 0. The multiplicity is 1. Its orbital gap is 0.31624 Eh. The energy above the lowest of the compared OMol25 structures with the same formula, charge and spin comes out at 455.4 kJ/mol. The calculated total energy is -7448.711 eV. The value obtained for the lowest unoccupied orbital energy is 0.99 eV.

The geometry in XYZ format:
```
19
Properties=species:S:1:pos:R:3:lowdin_charge:R:1
C 2.462 -0.206 0.842 -0.16
C 1.338 0.680 0.393 -0.13
C 0.638 0.183 -0.875 -0.18
C -0.759 0.008 -0.309 -0.50
C -1.897 0.912 -0.674 -0.09
C -1.946 -0.553 -1.025 -0.08
C -0.427 -0.250 1.140 -0.02
H 3.320 0.120 0.234 0.09
H 2.335 -1.287 0.652 0.07
H 2.740 -0.049 1.890 0.07
H 0.390 0.677 1.318 0.08
H 0.709 0.896 -1.706 0.11
H 1.026 -0.791 -1.225 0.11
H -1.739 1.627 -1.477 0.10
H -2.541 1.269 0.127 0.10
H -1.826 -0.832 -2.069 0.10
H -2.625 -1.194 -0.467 0.10
H -0.017 -1.241 1.345 0.10
H -1.181 0.030 1.885 0.11
```

---

[3]
This record from OMol25 describes one molecule with the formula C7H12 at a distorted geometry. The level of theory is the ωB97M-V functional and the def2-TZVPD basis.

As for the net charge: 0. The multiplicity is 1. Its structure (SMILES) is C=C/C=C(/C)CC. Its orbital gap is 0.33148 Eh. The energy above the lowest of the compared OMol25 structures with the same formula, charge and spin comes out at 338.6 kJ/mol. The calculated total energy is -7449.922 eV. The value obtained for the lowest unoccupied orbital energy is 0.81 eV.

The geometry in XYZ format:
```
19
Properties=species:S:1:pos:R:3:lowdin_charge:R:1
C 1.072 0.425 3.342 0.02
C 0.414 0.667 2.129 -0.17
C 0.772 -0.181 1.044 -0.11
C 0.024 -0.434 -0.087 -0.23
C 0.408 -1.509 -1.121 -0.09
C -1.146 0.252 -0.751 -0.26
C -0.907 0.769 -2.189 -0.10
H 0.788 1.046 4.114 0.01
H 2.086 -0.051 3.175 0.08
H -0.194 1.568 1.963 0.11
H 1.758 -0.633 0.995 0.11
H 0.735 -2.372 -0.611 0.05
H -0.477 -1.936 -1.631 0.08
H 1.072 -1.209 -1.970 0.10
H -2.186 -0.105 -0.683 0.12
H -1.317 1.236 -0.313 0.08
H -1.825 1.192 -2.675 0.09
H -0.150 1.521 -2.257 0.08
H -0.927 -0.247 -2.473 0.03
```

---

[4]
This record from OMol25 describes one molecule with the formula C7H12 at a distorted geometry. The level of theory is the ωB97M-V functional and the def2-TZVPD basis.

As for the net charge: 0. The multiplicity is 1. Its orbital gap (spin up / spin down) is 0.26325 / 0.27316 Eh. The energy above the lowest of the compared OMol25 structures with the same formula, charge and spin comes out at 470.6 kJ/mol. The calculated total energy is -7448.554 eV. The value obtained for the lowest unoccupied orbital energy (spin up / spin down) is 0.69 / 0.67 eV.

The geometry in XYZ format:
```
19
Properties=species:S:1:pos:R:3:lowdin_charge:R:1
C -0.666 1.348 -0.675 -0.14
C -0.812 1.734 0.745 -0.11
C -0.761 -1.785 0.625 -0.10
C -0.388 0.054 -1.212 -0.31
C 1.233 -0.021 -0.734 -0.10
C -0.483 -1.315 -0.749 -0.14
C 1.831 0.011 0.463 -0.05
H -0.463 2.158 -1.366 0.10
H -0.369 0.084 -2.299 0.13
H 1.828 -0.002 -1.637 0.10
H -0.225 -2.060 -1.493 0.11
H 0.181 1.922 1.200 0.07
H -1.300 0.980 1.362 0.06
H -1.378 2.663 0.830 0.07
H 0.134 -1.722 1.272 0.07
H -1.544 -1.216 1.129 0.07
H -1.041 -2.840 0.622 0.07
H 2.911 0.039 0.506 0.05
H 1.313 -0.035 1.408 0.04
```

---

[5]
This record from OMol25 describes C7H12 as an isolated structure at a distorted geometry. The level of theory is the ωB97M-V functional and the def2-TZVPD basis.

As for the net charge: 0. The multiplicity is 1. Its orbital gap is 0.27514 Eh. The energy above the lowest of the compared OMol25 structures with the same formula, charge and spin comes out at 412.2 kJ/mol. The calculated total energy is -7449.159 eV. The value obtained for the lowest unoccupied orbital energy is 0.53 eV.

The geometry in XYZ format:
```
19
Properties=species:S:1:pos:R:3:lowdin_charge:R:1
C 0.988 1.542 0.457 -0.04
C 0.031 0.654 -0.389 -0.41
C -0.877 1.203 -1.241 0.04
C -0.485 -0.931 0.610 -0.11
C 0.418 -0.756 -0.437 -0.25
C 0.525 -1.644 -1.667 -0.05
C -0.460 -0.509 2.042 -0.09
H 1.088 2.519 -0.024 0.07
H 1.960 1.063 0.399 0.08
H 0.692 1.748 1.477 0.06
H -0.925 2.264 -1.433 0.05
H -1.704 0.590 -1.583 0.06
H -1.491 -1.276 0.335 0.13
H 0.116 -1.009 -2.455 0.07
H 0.009 -2.573 -1.427 0.08
H 1.560 -1.776 -1.964 0.07
H -0.883 -1.293 2.669 0.08
H -1.092 0.362 2.295 0.09
H 0.530 -0.178 2.337 0.07
```

---

[6]
This record from OMol25 describes one molecule with the formula C7H12 at a distorted geometry. The level of theory is the ωB97M-V functional and the def2-TZVPD basis.

As for the net charge: 0. The multiplicity is 1. Its structure (SMILES) is C=CCC(=C)CC. Its orbital gap is 0.35182 Eh. The energy above the lowest of the compared OMol25 structures with the same formula, charge and spin comes out at 352.8 kJ/mol. The calculated total energy is -7449.775 eV. The value obtained for the lowest unoccupied orbital energy is 0.79 eV.

The geometry in XYZ format:
```
19
Properties=species:S:1:pos:R:3:lowdin_charge:R:1
C -0.292 -1.792 -2.187 0.00
C -0.300 -1.466 -0.876 -0.18
C -1.279 -0.520 -0.152 -0.22
C -0.596 0.608 0.417 -0.39
C -0.843 1.863 -0.061 0.05
C 0.342 0.299 1.574 -0.19
C 1.729 0.811 0.982 -0.10
H 0.681 -2.036 -2.612 0.05
H -1.181 -2.042 -2.808 0.07
H 0.151 -2.075 -0.084 0.10
H -1.997 -0.964 0.666 0.16
H -1.850 -0.231 -1.055 0.11
H -1.024 2.012 -1.175 0.09
H -0.479 2.757 0.434 0.05
H 0.599 -0.707 1.871 0.09
H 0.145 0.853 2.502 0.11
H 1.799 0.303 -0.020 0.08
H 2.586 0.461 1.618 0.08
H 1.808 1.865 0.968 0.04
```

---

[7]
This record from OMol25 describes one molecule with the formula C7H12. The level of theory is the ωB97M-V functional and the def2-TZVPD basis.

As for the net charge: 0. The multiplicity is 1. Its structure (SMILES) is CC1CC2(CC2)C1. Its orbital gap is 0.40286 Eh. The energy above the lowest of the compared OMol25 structures with the same formula, charge and spin comes out at 119.9 kJ/mol. The calculated total energy is -7452.189 eV. The value obtained for the lowest unoccupied orbital energy is 1.16 eV.

The geometry in XYZ format:
```
19
Properties=species:S:1:pos:R:3:lowdin_charge:R:1
C -2.601 0.073 0.060 -0.08
C -1.159 -0.389 -0.027 -0.35
C -0.201 0.268 -1.053 -0.08
C 0.898 0.121 -0.004 -0.45
C 2.061 -0.811 -0.138 -0.09
C 2.282 0.673 0.040 -0.08
C -0.162 0.012 1.089 -0.08
H -3.160 -0.201 -0.843 0.07
H -2.661 1.162 0.175 0.08
H -3.108 -0.385 0.918 0.07
H -1.120 -1.478 -0.157 0.14
H -0.062 -0.222 -2.023 0.11
H -0.463 1.322 -1.215 0.12
H 2.261 -1.243 -1.117 0.10
H 2.295 -1.466 0.699 0.10
H 2.638 1.242 -0.816 0.10
H 2.667 1.016 0.998 0.10
H -0.414 0.997 1.504 0.12
H 0.010 -0.693 1.909 0.11
```

---

[8]
This record from OMol25 describes C7H12 as an isolated structure. The level of theory is the ωB97M-V functional and the def2-TZVPD basis.

As for the net charge: 0. The multiplicity is 1. Its orbital gap is 0.31592 Eh. The energy above the lowest of the compared OMol25 structures with the same formula, charge and spin comes out at 455.4 kJ/mol. The calculated total energy is -7448.712 eV. The value obtained for the lowest unoccupied orbital energy is 0.99 eV.

The geometry in XYZ format:
```
19
Properties=species:S:1:pos:R:3:lowdin_charge:R:1
C -2.610 0.126 -0.058 -0.16
C -1.359 -0.637 -0.376 -0.13
C -0.267 0.203 -1.045 -0.18
C 0.822 0.028 -0.002 -0.50
C 2.044 -0.804 -0.245 -0.08
C 2.167 0.680 -0.013 -0.08
C -0.026 -0.193 1.224 -0.02
H -3.175 0.140 -1.002 0.09
H -2.478 1.181 0.242 0.07
H -3.238 -0.386 0.678 0.07
H -0.814 -1.048 0.762 0.08
H -0.003 -0.163 -2.045 0.11
H -0.532 1.272 -1.131 0.11
H 2.210 -1.183 -1.250 0.10
H 2.373 -1.473 0.547 0.10
H 2.417 1.311 -0.863 0.10
H 2.583 1.019 0.933 0.10
H -0.524 0.703 1.602 0.10
H 0.410 -0.775 2.044 0.11
```

---

[9]
This record from OMol25 describes one molecule with the formula C7H12 at a distorted geometry. The level of theory is the ωB97M-V functional and the def2-TZVPD basis.

As for the net charge: 0. The multiplicity is 1. Its structure (SMILES) is C=C(/C=C/C)CC. Its orbital gap is 0.37818 Eh. The energy above the lowest of the compared OMol25 structures with the same formula, charge and spin comes out at 159.6 kJ/mol. The calculated total energy is -7451.777 eV. The value obtained for the lowest unoccupied orbital energy is 1.12 eV.

The geometry in XYZ format:
```
19
Properties=species:S:1:pos:R:3:lowdin_charge:R:1
C -1.974 -0.987 -0.719 0.05
C -0.773 -0.410 -0.739 -0.34
C -0.530 0.986 -0.240 -0.08
C -0.174 1.157 1.028 -0.16
C 0.232 2.419 1.743 -0.10
C 0.388 -1.135 -1.375 -0.22
C 1.366 -1.732 -0.347 -0.11
H -2.088 -2.051 -0.927 0.06
H -2.952 -0.549 -0.577 0.06
H -0.790 1.727 -0.984 0.11
H -0.188 0.291 1.679 0.10
H -0.461 3.261 1.708 0.07
H 0.499 2.216 2.776 0.06
H 1.166 2.780 1.293 0.07
H 1.099 -0.441 -1.848 0.11
H 0.204 -1.885 -2.144 0.11
H 1.146 -2.730 0.048 0.07
H 1.493 -0.999 0.452 0.06
H 2.337 -1.919 -0.827 0.07
```

---

[10]
This record from OMol25 describes one molecule with the formula C7H12. The level of theory is the ωB97M-V functional and the def2-TZVPD basis.

As for the net charge: 0. The multiplicity is 1. Its structure (SMILES) is C=CC[C@@H](C)C=C. Its orbital gap is 0.38619 Eh. The energy above the lowest of the compared OMol25 structures with the same formula, charge and spin comes out at 109.6 kJ/mol. The calculated total energy is -7452.295 eV. The value obtained for the lowest unoccupied orbital energy is 1.12 eV.

The geometry in XYZ format:
```
19
Properties=species:S:1:pos:R:3:lowdin_charge:R:1
C 0.126 0.979 1.889 0.00
C 0.828 1.494 0.885 -0.17
C 1.017 0.980 -0.519 -0.19
C 0.243 -0.272 -0.977 -0.39
C 0.754 -1.563 -0.338 -0.08
C -1.243 -0.041 -0.855 -0.17
C -2.120 -0.784 -0.186 0.00
H 0.083 1.484 2.850 0.05
H -0.450 0.066 1.801 0.04
H 1.342 2.437 1.072 0.09
H 2.091 0.790 -0.651 0.11
H 0.788 1.806 -1.209 0.11
H 0.452 -0.350 -2.056 0.14
H 0.247 -2.435 -0.767 0.08
H 1.828 -1.673 -0.528 0.08
H 0.609 -1.581 0.747 0.07
H -1.603 0.851 -1.368 0.11
H -3.170 -0.509 -0.145 0.05
H -1.823 -1.679 0.354 0.06
```

---

[11]
This record from OMol25 describes C7H12 as an isolated structure at a distorted geometry. The level of theory is the ωB97M-V functional and the def2-TZVPD basis.

As for the net charge: 0. The multiplicity is 1. Its orbital gap is 0.39549 Eh. The energy above the lowest of the compared OMol25 structures with the same formula, charge and spin comes out at 142.2 kJ/mol. The calculated total energy is -7451.958 eV. The value obtained for the lowest unoccupied orbital energy is 1.16 eV.

The geometry in XYZ format:
```
19
Properties=species:S:1:pos:R:3:lowdin_charge:R:1
C -2.568 0.025 0.188 -0.08
C -1.105 -0.287 0.007 -0.36
C -0.245 0.643 -0.898 -0.08
C 0.887 0.182 0.003 -0.46
C 1.843 -0.875 -0.435 -0.11
C 2.350 0.456 -0.024 -0.09
C -0.089 -0.044 1.155 -0.08
H -3.072 -0.110 -0.776 0.08
H -2.702 1.067 0.513 0.08
H -3.011 -0.653 0.928 0.08
H -0.931 -1.312 -0.340 0.14
H -0.094 0.408 -1.958 0.11
H -0.545 1.705 -0.779 0.12
H 1.893 -1.170 -1.493 0.11
H 2.026 -1.761 0.190 0.11
H 2.675 1.143 -0.798 0.10
H 2.865 0.573 0.925 0.10
H -0.349 0.860 1.740 0.12
H 0.174 -0.848 1.851 0.11
```

---

[12]
This record from OMol25 describes C7H12Ag2BBr6F4O3 as an isolated structure at a distorted geometry. The level of theory is the ωB97M-V functional and the def2-TZVPD basis.

As for the net charge: -1. The multiplicity is 1. Its orbital gap is 0.11498 Eh. The energy above the lowest of the compared OMol25 structures with the same formula, charge and spin comes out at 549.1 kJ/mol. The calculated total energy is -453397.024 eV. The value obtained for the lowest unoccupied orbital energy is 0.04 eV.

The geometry in XYZ format:
```
35
Properties=species:S:1:pos:R:3:lowdin_charge:R:1
Ag 2.732 -3.564 -2.124 0.67
Ag -0.506 -0.839 -5.038 0.62
C 2.326 -3.756 -6.087 -1.19
O 1.309 -3.918 -5.419 -0.02
O 3.158 -3.025 -5.592 -0.04
O 2.331 -3.991 -7.289 0.01
B -0.081 -0.554 -0.990 -1.41
F -0.456 -1.674 -1.715 0.07
F 1.074 -0.847 -0.333 0.12
F 0.166 0.501 -1.892 0.05
F -1.100 -0.214 -0.127 0.11
Br -6.696 -1.847 0.682 0.57
C -5.615 -2.901 1.956 -0.67
C -4.758 -4.022 1.292 -0.65
Br -3.899 -5.182 2.649 0.56
H -6.282 -3.305 2.717 0.04
H -4.964 -2.181 2.454 0.05
H -3.923 -3.621 0.718 0.05
H -5.280 -4.725 0.644 0.04
Br -4.266 4.663 2.395 0.52
C -2.339 4.221 1.994 -0.61
C -2.232 4.192 0.459 -0.62
Br -2.493 6.059 -0.277 0.51
H -2.080 3.323 2.554 0.06
H -1.788 5.080 2.377 0.04
H -3.137 3.679 0.132 0.03
H -1.242 3.845 0.165 0.07
Br 6.342 -0.255 0.837 0.61
C 5.801 1.590 1.101 -0.71
C 6.439 2.212 2.313 -0.71
Br 8.332 2.622 2.028 0.58
H 4.713 1.603 1.162 0.06
H 6.078 2.281 0.304 0.05
H 6.363 1.492 3.128 0.04
H 5.972 3.057 2.820 0.06
```